1 | Here is a 2-piece molecular cluster, C5H13NO2 overall from the OMol25 dataset. Energies are from ωB97M-V with the def2-TZVPD basis set.

Each line ends with the natural charge from an NBO analysis.
Atoms and positions in Å:
C -4.6210 0.5771 1.3826  -0.116
C -3.2031 0.4559 1.8953  -0.112
O -2.7869 -0.7859 1.3295  -0.546
C -3.9486 -1.5924 1.2410  0.221
O -5.0821 -0.7708 1.4602  -0.534
H -5.2894 1.2139 1.9935  0.197
H -4.6536 0.9553 0.3428  0.206
H -3.1645 0.4283 3.0013  0.180
H -2.5100 1.2486 1.5540  0.214
H -3.9683 -2.0678 0.2415  0.158
H -3.9513 -2.4001 1.9980  0.157
C -3.2191 -1.6604 -2.1457  -0.628
C -3.7671 -0.3360 -1.6125  -0.231
N -2.8032 0.4966 -0.8911  -0.882
H -2.3895 -1.4728 -2.8480  0.205
H -4.0064 -2.2242 -2.6739  0.209
H -2.8424 -2.2781 -1.3132  0.196
H -4.1580 0.2656 -2.4555  0.190
H -4.6100 -0.5380 -0.9239  0.186
H -2.0058 0.7124 -1.4996  0.347
H -2.4204 -0.0248 -0.0947  0.383

## Properties
SMILES string: C1COCO1.CCN
Kohn-Sham gap: 9.9689 eV
LUMO: 1.04 eV
molar mass: 119.2 g/mol
HOMO: -0.328 hartree
2S+1: 1

***

2 | Here is a 2-piece molecular cluster, C5H13NO2 overall from the OMol25 dataset. Energies are from ωB97M-V with the def2-TZVPD basis set.

Each line ends with the natural charge from an NBO analysis.
Atoms and positions in Å:
C -1.8195 -1.4147 -1.4164  -0.626
C -1.8706 0.1020 -1.0714  -0.419
C -1.2213 0.6216 0.2098  -0.066
C -2.2527 0.5877 1.3879  -0.611
N -0.0264 -0.1043 0.5942  -0.635
C 1.2791 0.4028 0.4035  0.502
O 1.3316 1.5099 -0.0753  -0.607
H -0.8743 -1.8741 -1.1344  0.200
H -2.4670 -2.1557 -0.9100  0.204
H -2.0485 -1.5109 -2.4955  0.218
H -1.3633 0.5734 -1.8892  0.222
H -2.9486 0.1587 -0.8541  0.216
H -1.0427 1.6793 0.0745  0.235
H -2.6590 1.5442 1.7527  0.221
H -1.7374 0.1085 2.2296  0.209
H -3.0622 -0.0251 1.0456  0.196
H -0.1311 -1.0206 0.9983  0.385
H 2.0538 -0.1618 0.9672  0.153
O 4.1377 -1.0214 0.0242  -0.949
H 3.5968 -0.4152 -0.4985  0.478
H 4.1728 -1.8879 -0.4218  0.476

## Properties
SMILES string: CC[C@@H](C)NC=O.O
Kohn-Sham gap: 10.2181 eV
LUMO: 0.68 eV
molar mass: 119.2 g/mol
HOMO: -0.350 hartree
2S+1: 1

***

3 | Here is a 3-piece molecular cluster, C5H13NO2 overall from the OMol25 dataset. Energies are from ωB97M-V with the def2-TZVPD basis set.

Each line ends with the natural charge from an NBO analysis.
Atoms and positions in Å:
C 2.7235 -0.5180 1.0854  -0.376
C 1.5179 -0.9634 1.2964  -0.228
C 0.5463 -1.0961 0.2128  -0.350
C -0.7319 -0.7248 0.4880  0.041
N -1.6558 -1.1896 -0.4824  -0.641
C -3.0573 -0.9681 -0.2299  -0.427
H 3.3212 -0.2828 2.0362  0.186
H 3.3530 -0.3175 0.2371  0.214
H 1.0634 -1.2505 2.2963  0.209
H 0.5987 -1.8262 -0.5847  0.199
H -1.1865 -0.0986 1.2795  0.209
H -1.3872 -1.9283 -1.0616  0.379
H -3.3835 -1.3832 0.7680  0.175
H -3.1117 0.0690 0.2429  0.193
H -3.6682 -1.1615 -1.1243  0.217
O 2.0256 2.4291 -0.2955  -0.976
H 1.4375 1.6103 -0.2837  0.500
H 2.1322 2.8027 -1.2357  0.476
O -0.8914 1.8218 -1.3528  -0.957
H -1.2332 2.6020 -1.2603  0.462
H -1.4105 1.1074 -1.8632  0.495

## Properties
SMILES string: C=C/C=C/NC.O.O
Kohn-Sham gap: 8.2670 eV
LUMO: 0.73 eV
molar mass: 119.2 g/mol
HOMO: -0.277 hartree
2S+1: 1

***

4 | Here is a 2-piece molecular cluster, C5H13NO2 overall from the OMol25 dataset. Energies are from ωB97M-V with the def2-TZVPD basis set.

Each line ends with the natural charge from an NBO analysis.
Atoms and positions in Å:
C 1.5823 2.6420 -0.6785  -0.384
C 0.3144 2.3001 -0.7966  -0.170
C -0.0003 0.8238 -0.5258  -0.450
C -0.7003 0.5746 0.8133  -0.074
N -0.0670 1.4211 1.8292  -0.850
C -0.7269 -0.8863 1.2893  -0.074
O -1.2306 -1.6762 0.1758  -0.741
H 2.1237 3.5744 -0.8502  0.199
H 2.3486 1.9458 -0.3866  0.180
H -0.5854 2.8957 -0.7362  0.212
H 0.8844 0.1497 -0.5580  0.205
H -0.5577 0.3178 -1.3355  0.222
H -1.7033 1.0727 0.7117  0.178
H -0.4295 1.3155 2.7656  0.364
H 0.9399 1.3223 1.8169  0.356
H 0.2563 -1.2542 1.5731  0.191
H -1.5227 -1.0015 2.0215  0.175
H -1.9934 -1.2145 -0.1974  0.461
O 0.7411 -4.8037 -2.4392  -0.935
H 0.2537 -4.0226 -2.1469  0.471
H 0.0728 -5.4965 -2.3457  0.465

## Properties
SMILES string: C=CC[C@H](N)CO.O
Kohn-Sham gap: 9.8433 eV
LUMO: 0.72 eV
molar mass: 119.2 g/mol
HOMO: -0.335 hartree
2S+1: 1

***

Least stable structure: 3

***

1 | Here is a 2-piece molecular cluster, C5H13NO2 overall from the OMol25 dataset. Energies are from ωB97M-V with the def2-TZVPD basis set.

Each line ends with the natural charge from an NBO analysis.
Atoms and positions in Å:
C 0.2642 2.3990 0.8891  -0.604
C 0.6932 1.0184 1.3102  -0.222
N 0.5387 0.1331 0.1590  -0.652
C 1.3235 -1.1239 0.1844  -0.194
C 1.3227 -1.6835 -1.2322  -0.529
C 0.0086 -1.5896 -1.8807  0.445
O -0.8900 -2.3085 -1.5447  -0.523
H 1.0863 2.9534 0.3786  0.208
H -0.6445 2.3809 0.2990  0.205
H 0.0808 3.0088 1.7765  0.205
H 0.1295 0.6011 2.2738  0.170
H 1.7668 1.2014 1.5272  0.194
H -0.4590 -0.2898 0.1421  0.367
H 0.9877 -1.8346 1.0843  0.170
H 2.3910 -0.9656 0.3937  0.193
H 2.2318 -1.0630 -1.6314  0.217
H 1.7052 -2.6618 -1.2462  0.237
H -0.1447 -0.7358 -2.6794  0.113
O -4.1365 -0.1498 0.2183  -0.920
H -4.1417 -0.1516 -0.7226  0.462
H -4.1136 0.8616 0.3010  0.459

## Properties
SMILES string: CCNCCC=O.O
Kohn-Sham gap: 9.8919 eV
LUMO: 0.69 eV
molar mass: 119.2 g/mol
HOMO: -0.338 hartree
2S+1: 1

***

2 | Here is a 2-piece molecular cluster, C5H13NO2 overall from the OMol25 dataset. Energies are from ωB97M-V with the def2-TZVPD basis set.

Each line ends with the natural charge from an NBO analysis.
Atoms and positions in Å:
C 1.0668 -2.4792 0.6147  -0.727
C 0.5789 -1.5392 -0.4421  0.677
O 1.0042 -1.6557 -1.5802  -0.604
N -0.1786 -0.4173 -0.0340  -0.636
C -0.7380 0.6304 -1.0203  -0.041
C 0.3089 1.5345 -1.7056  -0.637
C -1.6713 1.5812 -0.2296  -0.621
H 1.5078 -3.3297 0.0330  0.256
H 1.8253 -1.9863 1.2239  0.235
H 0.2179 -2.9054 1.2646  0.223
H -0.2078 -0.2455 0.9169  0.346
H -1.4718 0.1404 -1.7655  0.215
H 1.2225 1.8140 -1.2007  0.224
H 0.7242 1.0493 -2.6821  0.234
H -0.3005 2.4387 -1.8616  0.211
H -2.3365 1.0738 0.4575  0.216
H -2.4238 2.1860 -0.9804  0.218
H -1.0691 2.3118 0.3142  0.208
O 0.7000 0.2614 3.0617  -0.907
H 0.8104 -0.5918 3.4367  0.469
H 0.4306 0.1287 2.1789  0.440

## Properties
SMILES string: CC(=O)NC(C)C.O
Kohn-Sham gap: 10.4736 eV
LUMO: 0.67 eV
molar mass: 119.2 g/mol
HOMO: -0.360 hartree
2S+1: 1

***

Least stable structure: 1